{"formula": "C7H7ClO3", "method": "ωB97M-V/def2-TZVPD", "species": ["C", "C", "C", "C", "C", "C", "C", "O", "O", "O", "Cl", "H", "H", "H", "H", "H", "H", "H"], "xyz": [[1.6699, 1.0612, 0.0511], [1.5011, 0.0871, 1.0077], [0.7432, 1.2074, -1.0180], [0.3896, -0.7349, 0.9641], [-0.3733, 0.3930, -1.0206], [-0.5381, -0.6255, -0.0331], [-1.6819, -1.4535, -0.0122], [-1.6541, -2.6481, 0.5600], [-3.1192, -0.1447, -1.3004], [-2.7201, -1.2881, -0.6910], [-2.4865, 1.8323, 0.8412], [2.5685, 1.7488, 0.0690], [2.3058, -0.1123, 1.8375], [0.8784, 2.0473, -1.6682], [0.2136, -1.5288, 1.6895], [-0.9447, 0.2742, -1.9409], [-2.4287, -3.1117, 0.4876], [-2.8025, 1.4636, -0.3439]], "e_tot_ev": -26033.020, "lumo_ev": [-0.57, -0.57], "e_above_lowest_kcal_mol": 100.7, "multiplicity": 1}

{"formula": "C7H7F2N", "method": "ωB97M-V/def2-TZVPD", "species": ["C", "C", "C", "C", "C", "C", "C", "F", "F", "N", "H", "H", "H", "H", "H", "H", "H"], "xyz": [[2.1165, -2.0514, 0.0157], [1.1963, -1.0931, -0.0263], [1.2868, 0.3844, 0.1004], [0.0058, 0.8553, -0.0018], [-0.3661, 2.2716, -0.0433], [-0.9506, -0.2141, -0.0459], [-2.2688, -0.1270, 0.1555], [-3.1147, -1.2626, 0.0760], [-2.9826, 1.0419, -0.1583], [-0.1718, -1.4054, -0.2274], [1.6130, -3.0105, -0.0156], [3.1211, -1.9200, 0.3393], [2.1686, 0.9529, -0.0146], [-0.6644, 2.6167, 0.9384], [-1.0374, 2.3480, -0.9113], [0.5312, 2.9727, -0.1347], [-0.4830, -2.3593, -0.0463]], "e_tot_ev": -14295.154, "smiles": "C=c1cc(C)c(=C(F)F)[nH]1", "lumo_ev": 0.06, "e_above_lowest_kcal_mol": 15.8, "multiplicity": 1}

{"formula": "C7H7F3O3", "method": "ωB97M-V/def2-TZVPD", "species": ["C", "C", "C", "C", "C", "C", "C", "O", "O", "O", "F", "F", "F", "H", "H", "H", "H", "H", "H", "H"], "xyz": [[0.8195, -0.7274, -1.7873], [1.8318, -0.0392, -1.0698], [-1.7608, -0.1018, -0.2096], [0.0626, 0.2080, -2.4288], [1.6493, 1.3679, -1.5203], [-0.7174, -1.2126, 2.4658], [-1.0543, 0.2126, 2.0018], [-2.8609, -0.5345, -0.2161], [0.5908, 1.4575, -2.3815], [-0.8442, 0.2032, 0.5255], [-0.9609, 0.1288, -3.2691], [2.8218, 1.8620, -2.1284], [1.5260, 2.3384, -0.5519], [0.5740, -1.6707, -1.5536], [2.3274, -0.2759, -0.1704], [0.3894, -1.3560, 2.1035], [-0.6730, -1.2892, 3.5098], [-1.3494, -2.0552, 2.0293], [-0.1952, 0.9335, 2.3018], [-2.1768, 0.5507, 2.3493]], "e_tot_ev": -21662.523, "lumo_ev": [0.12, -0.72], "e_above_lowest_kcal_mol": 49.8, "multiplicity": 1}

{"formula": "C7H7FINO", "method": "ωB97M-V/def2-TZVPD", "species": ["C", "C", "O", "C", "C", "I", "C", "C", "N", "C", "F", "H", "H", "H", "H", "H", "H", "H"], "xyz": [[-0.8567, 1.8712, -0.9470], [-0.2210, 0.6411, -0.3459], [-0.8729, -0.1969, 0.2430], [1.2339, 0.5637, -0.5455], [2.0157, -0.2813, 0.1392], [4.1312, -0.1030, -0.1444], [1.6904, -1.2528, 1.1552], [0.8420, -2.2939, 1.1116], [0.2195, -2.8155, 0.0228], [-0.9693, -3.1600, -0.1267], [-1.3063, -3.8079, -1.2326], [-0.1925, 2.7289, -0.9087], [-1.7867, 2.0900, -0.4290], [-1.0898, 1.6575, -1.9912], [1.6577, 1.2603, -1.2507], [2.2566, -1.1379, 2.0709], [0.7506, -2.8946, 2.0132], [-1.8337, -2.9580, 0.5081]], "e_tot_ev": -21726.357, "smiles": "CC(=O)\\C=C(I)/C=C\\N=C\\F", "lumo_ev": -0.14, "e_above_lowest_kcal_mol": 0.0, "multiplicity": 1}

{"formula": "C7H7FN3O4", "method": "ωB97M-V/def2-TZVPD", "species": ["C", "C", "C", "N", "C", "C", "N", "C", "F", "N", "O", "O", "C", "O", "O", "H", "H", "H", "H", "H", "H", "H"], "xyz": [[1.4386, 0.8141, -0.3355], [0.8449, -0.4853, 0.0506], [0.9391, -1.5789, -0.7014], [1.1536, -2.6025, -1.3144], [-0.0021, -0.4854, 1.2791], [-1.2453, -0.9114, 1.4974], [-2.0410, -1.6311, 0.5172], [-3.1308, -1.1486, 0.2534], [-4.0122, -1.9295, -0.4098], [-3.6335, 0.0202, 0.6586], [-4.9074, 0.2525, 0.1946], [-2.7771, 1.1183, 0.6332], [-2.4366, 1.4838, -0.7910], [-2.7680, 0.6266, -1.6255], [-1.9119, 2.5743, -0.9303], [0.6086, 1.4209, -0.4848], [2.0552, 0.8272, -1.1881], [1.8631, 1.3833, 0.5654], [0.5221, -2.9540, -2.0994], [0.4175, 0.1458, 2.0318], [-1.6547, -0.8058, 2.5297], [-4.9561, 0.2798, -0.7500]], "e_tot_ev": -22747.352, "total_charge": -1, "smiles": "CC(=C=N)/C=C\\N=C(\\F)N(O)OC(=O)[O-]", "lumo_ev": 3.68, "e_above_lowest_kcal_mol": 40.1, "multiplicity": 1}

{"formula": "C7H7ISe", "method": "ωB97M-V/def2-TZVPD", "species": ["C", "C", "C", "C", "C", "C", "C", "Se", "I", "H", "H", "H", "H", "H", "H", "H"], "xyz": [[-0.4764, -1.7342, 0.1215], [0.5118, -2.6190, -0.1421], [-0.1397, -0.4165, 0.1910], [1.8563, -2.2505, -0.1874], [1.1303, 0.0580, 0.0873], [2.2128, -0.9891, -0.0172], [0.0871, 2.6984, -0.6422], [1.6095, 1.9230, 0.1360], [4.2684, -0.3007, -0.0298], [-1.4693, -1.9781, 0.3749], [0.3032, -3.6446, -0.0039], [-0.8606, 0.3359, 0.1951], [2.5645, -2.9496, -0.5000], [-0.8964, 2.9606, -0.0820], [0.4854, 3.6686, -0.9903], [-0.0891, 2.1599, -1.6281]], "e_tot_ev": -80817.951, "lumo_ev": 0.39, "multiplicity": 1}

{"formula": "C7H7N", "method": "ωB97M-V/def2-TZVPD", "species": ["C", "C", "N", "C", "C", "C", "C", "C", "H", "H", "H", "H", "H", "H", "H"], "xyz": [[-1.8422, 0.6292, 0.0056], [-1.7984, -0.7741, 0.0111], [-0.6595, -1.4383, -0.0478], [0.4605, -0.7448, -0.0404], [0.3864, 0.6597, 0.0376], [-0.7936, 1.4316, -0.0823], [1.8665, 0.8132, 0.0768], [1.9391, -0.7506, -0.0178], [-2.8890, 1.0311, 0.3194], [-2.7698, -1.2620, 0.2518], [-0.6915, 2.5642, -0.2976], [2.3102, 1.2734, -0.8017], [2.4490, 1.2533, 0.9735], [2.4764, -1.1640, -0.8393], [2.4221, -1.2136, 0.7848]], "e_tot_ev": -8860.290, "smiles": "c1cnc2c(c1)CC2", "lumo_ev": 0.94, "e_above_lowest_kcal_mol": 30.8, "multiplicity": 1}

{"formula": "C7H7N2O6PtS2", "method": "ωB97M-V/def2-TZVPD", "species": ["Pt", "O", "C", "O", "C", "C", "C", "C", "C", "N", "H", "H", "H", "H", "C", "S", "O", "O", "O", "H", "H", "H", "O", "S", "N"], "xyz": [[-0.0116, 0.4331, -1.4835], [3.7644, 0.4401, 0.0400], [2.5555, 0.4193, -0.1184], [1.9789, 0.4120, -1.2771], [1.6575, 0.3617, 1.1123], [2.2106, 0.1603, 2.3691], [1.3603, 0.1239, 3.4596], [-0.0027, 0.2965, 3.2681], [-0.4676, 0.4897, 1.9778], [0.3489, 0.5185, 0.9321], [3.2815, 0.0448, 2.4537], [1.7544, -0.0368, 4.4560], [-0.6940, 0.2747, 4.1000], [-1.5219, 0.6194, 1.7613], [-2.2380, -2.0961, -2.8679], [-2.1563, -1.3045, -1.2911], [-0.8751, -1.6913, -0.6791], [-3.3376, -1.6673, -0.5585], [-2.0661, 0.1682, -1.6105], [-2.3789, -3.1611, -2.6969], [-1.3061, -1.9014, -3.3935], [-3.0804, -1.6816, -3.4166], [0.5620, 3.6940, -1.1212], [0.4781, 3.2469, -2.5129], [0.1843, 1.8372, -2.9030]], "e_tot_ev": -47556.663, "total_charge": -1, "lumo_ev": 2.88, "e_above_lowest_kcal_mol": 35.0, "multiplicity": 1}

{"formula": "C7H7N3O", "method": "ωB97M-V/def2-TZVPD", "species": ["N", "C", "N", "C", "C", "C", "C", "C", "N", "C", "O", "H", "H", "H", "H", "H", "H", "H"], "xyz": [[-1.8516, -1.1672, 2.5281], [-1.2216, -0.3150, 1.5450], [-1.2314, 0.9322, 1.2542], [-0.5028, 0.9997, 0.0253], [-0.0785, 2.0905, -0.7013], [0.8383, 1.7334, -1.7456], [1.3891, 0.4476, -1.9495], [1.0101, -0.6228, -1.1281], [1.7091, -1.8250, -0.9448], [0.1123, -0.2847, -0.1863], [-0.3312, -1.1142, 0.8172], [-2.4306, -0.5202, 3.1477], [-1.0073, -1.5864, 3.1777], [-0.3907, 3.0876, -0.5605], [1.0305, 2.6163, -2.3893], [2.1406, 0.2842, -2.6871], [2.2845, -2.1874, -1.7266], [1.3590, -2.6519, -0.5183]], "e_tot_ev": -13889.653, "smiles": "Nc1nc2cccc(N)c2o1", "lumo_ev": 0.71, "e_above_lowest_kcal_mol": 30.7, "multiplicity": 1}

{"formula": "C7H7N3O", "method": "ωB97M-V/def2-TZVPD", "species": ["C", "C", "C", "C", "C", "C", "C", "N", "N", "N", "O", "H", "H", "H", "H", "H", "H", "H"], "xyz": [[-2.7377, -0.7873, -0.1334], [0.8513, 2.0279, 0.3577], [-0.4400, 2.6502, 0.3511], [0.6688, 0.7397, -0.0871], [1.6729, -0.4106, -0.2357], [0.5053, -2.3192, 0.3671], [-1.4320, -0.4993, -0.5222], [-3.8276, -0.9254, 0.2467], [-1.3860, 1.7730, 0.1274], [-0.7283, 0.6182, -0.1988], [1.3299, -1.3920, 0.7724], [1.8709, 2.3267, 0.3395], [-0.5182, 3.6585, 0.6610], [1.8519, -0.8673, -1.2778], [2.6422, 0.0970, -0.1286], [0.1153, -2.7660, 1.2773], [0.6002, -2.6315, -0.7073], [-1.0391, -1.2926, -1.2093]], "e_tot_ev": -13884.326, "lumo_ev": [0.64, -1.47], "s_squared": 2.020, "e_above_lowest_kcal_mol": 23.7, "multiplicity": 3}

{"formula": "C7H7N3O2", "method": "ωB97M-V/def2-TZVPD", "species": ["C", "C", "C", "C", "C", "C", "C", "N", "N", "N", "O", "O", "H", "H", "H", "H", "H", "H", "H"], "xyz": [[-0.1788, -0.6299, -1.2576], [-1.3142, 0.4030, -1.2029], [0.8324, 0.4731, -1.3770], [-0.2287, 1.4875, -1.0786], [-1.3051, 0.3470, 0.3001], [-0.2269, -0.7668, 0.2669], [0.8073, 0.3549, 0.5573], [-0.2585, 1.3378, 0.4275], [-0.5171, -1.9528, 0.9970], [1.6766, 0.2178, 1.6597], [1.9358, 1.1395, 2.3710], [2.0120, -0.9774, 1.7577], [-0.1655, -1.3542, -2.0045], [-2.1864, 0.5095, -1.9292], [1.8473, 0.6561, -1.9422], [-0.3377, 2.5022, -1.5539], [-2.1440, 0.1928, 0.9561], [0.4584, -2.3472, 1.0755], [-0.7070, -1.5930, 1.9773]], "e_tot_ev": -15927.801, "lumo_ev": -0.73, "e_above_lowest_kcal_mol": 247.4, "multiplicity": 1}

{"formula": "C7H7N5O2", "method": "ωB97M-V/def2-TZVPD", "species": ["O", "N", "O", "C", "C", "N", "C", "C", "N", "C", "N", "C", "C", "N", "H", "H", "H", "H", "H", "H", "H"], "xyz": [[-0.2890, -1.9979, 1.8809], [0.2373, -2.2528, 0.8263], [0.7748, -3.3013, 0.5257], [0.1703, -1.3042, -0.2553], [1.2868, -0.2989, -0.0585], [1.9384, -0.0004, 1.0377], [2.7357, 1.0821, 0.6816], [2.7001, 1.3550, -0.6598], [1.8218, 0.4489, -1.1284], [-1.2749, -0.3979, -0.3036], [-1.8497, 0.1249, -1.3289], [-2.8605, 0.9008, -0.8661], [-2.9140, 0.8696, 0.4980], [-1.8768, 0.0473, 0.8607], [0.2002, -1.7589, -1.3049], [3.3266, 1.5729, 1.3701], [3.2146, 2.0518, -1.2210], [1.4949, 0.4404, -2.0081], [-3.7201, 1.1944, -1.4743], [-3.6142, 1.3756, 1.1658], [-1.5025, -0.1513, 1.7622]], "e_tot_ev": -18914.238, "smiles": "O=[N+]([O-])C(c1ncc[nH]1)c1ncc[nH]1", "lumo_ev": -0.08, "e_above_lowest_kcal_mol": 39.5, "multiplicity": 1}